# 1
Molecular formula: C3H9INP
Method: DFT, ωB97M-V with the def2-TZVPD basis set

Summary:
Gap between HOMO and LUMO   7.5 eV
E_HOMO   -8.3 eV
LUMO   -0.809 eV

Last column: Löwdin charge in e.
Atoms and positions in Å:
C  -1.000  -0.741  0.179  -0.114
C  -0.497  1.609  -0.587  -0.084
C  -0.327  0.582  0.532  -0.714
N  1.063  0.514  0.853  -0.633
P  2.411  -0.809  -0.615  0.750
I  1.458  -0.354  2.672  0.687
H  -0.542  -1.148  -0.723  0.056
H  -0.884  -1.455  0.994  0.041
H  -2.062  -0.586  -0.005  0.077
H  -1.555  1.824  -0.713  0.077
H  -0.088  1.231  -1.518  0.065
H  0.020  2.527  -0.323  0.073
H  -0.820  0.988  1.432  0.111
H  3.466  -0.699  0.290  -0.203
H  2.007  -2.035  -0.068  -0.188

# 2
Molecular formula: C10H12N2
Method: DFT, ωB97M-V with the def2-TZVPD basis set

Summary:
Gap between HOMO and LUMO   8.6 eV
SMILES   C=C(C)[C@@]12C=CCNC1=NC=C2
E_HOMO   -7.8 eV
LUMO   0.825 eV

Last column: Löwdin charge in e.
Atoms and positions in Å:
C  0.768  2.185  -0.017  -0.048
C  0.329  1.385  0.954  -0.080
C  -1.469  -0.063  1.692  -0.020
C  -2.645  -0.008  1.067  -0.141
C  0.531  1.755  -1.468  -0.111
C  -0.435  0.192  0.655  -0.410
C  -1.310  0.523  -0.528  -0.381
C  0.404  -1.008  0.256  -0.297
C  1.609  -1.136  0.793  0.076
C  -0.178  -2.010  -0.654  -0.040
N  -2.545  0.362  -0.243  0.109
N  -0.828  1.118  -1.635  0.072
H  1.604  2.833  0.205  0.103
H  0.534  1.539  2.078  0.152
H  -1.092  -0.195  2.691  0.112
H  -3.640  -0.184  1.441  0.102
H  0.772  2.444  -2.206  0.088
H  1.956  -0.303  1.366  0.054
H  1.226  0.865  -1.438  0.131
H  2.385  -1.853  0.530  0.075
H  -1.153  -2.448  -0.240  0.121
H  0.454  -2.786  -0.736  0.032
H  -0.565  -1.558  -1.625  0.108
H  -1.443  1.240  -2.525  0.193

# 3
Molecular formula: C30H85F3HfN5O17S
Method: DFT, ωB97M-V with the def2-TZVPD basis set

Summary:
Gap between HOMO and LUMO   2.1 eV
E_HOMO   -13.9 eV
Charge   +3
LUMO   -11.844 eV

Last column: Löwdin charge in e.
Atoms and positions in Å:
Hf  -6.644  22.677  -4.239  2.267
C  -3.673  20.857  -7.629  -0.645
F  -3.664  20.009  -6.622  0.167
F  -2.724  21.763  -7.479  0.152
F  -3.545  20.265  -8.792  0.185
S  -5.377  21.756  -7.724  0.625
O  -5.139  22.943  -8.533  -0.266
O  -6.278  20.791  -8.312  -0.282
O  -5.818  22.041  -6.320  -0.450
C  -1.053  24.914  -7.217  -0.121
O  -2.024  25.721  -6.530  -0.153
H  -1.577  24.190  -7.841  0.062
H  -0.469  25.439  -7.977  0.095
H  -0.365  24.492  -6.485  0.074
H  -1.526  26.344  -5.989  0.107
C  -6.840  19.341  -5.490  -0.054
O  -6.317  20.140  -4.378  -0.204
H  -7.454  19.882  -6.203  0.079
H  -6.022  18.940  -6.089  0.074
H  -7.357  18.468  -5.092  0.113
H  -5.859  19.473  -3.853  0.114
C  -3.945  16.783  -7.397  -0.185
O  -4.106  15.397  -7.225  -0.085
H  -3.842  17.075  -8.447  0.078
H  -4.714  17.428  -6.968  0.045
H  -3.015  17.083  -6.896  0.075
H  -3.457  14.962  -7.785  0.092
C  -7.915  26.528  -6.345  -0.024
C  -8.003  24.985  -6.442  -0.351
C  -8.273  24.515  -7.866  -0.132
O  -8.411  23.092  -7.835  -0.243
C  -8.703  22.566  -9.153  -0.005
N  -6.649  24.515  -5.919  -0.020
H  -8.835  26.950  -6.758  0.104
H  -7.168  26.964  -7.013  0.082
H  -7.767  26.897  -5.331  0.096
H  -8.876  24.720  -5.839  0.135
H  -7.458  24.745  -8.559  0.142
H  -9.207  24.987  -8.179  0.155
H  -7.812  22.431  -9.761  0.100
H  -9.475  23.162  -9.638  0.112
H  -9.116  21.576  -8.963  0.098
H  -6.213  25.388  -5.623  0.082
H  -6.215  24.441  -6.858  0.051
C  -4.348  27.723  -8.328  -0.032
C  -4.655  26.307  -8.802  -0.391
C  -3.663  25.746  -9.852  -0.195
O  -3.805  26.523  -11.026  -0.179
C  -3.071  26.009  -12.141  -0.068
N  -4.634  25.414  -7.625  0.016
H  -3.320  27.752  -7.969  0.080
H  -5.118  28.090  -7.655  0.068
H  -4.339  28.330  -9.237  0.092
H  -5.680  26.246  -9.184  0.129
H  -3.743  24.665  -9.991  0.116
H  -2.675  25.950  -9.417  0.120
H  -3.440  25.013  -12.395  0.088
H  -2.024  25.894  -11.847  0.087
H  -3.138  26.695  -12.979  0.096
H  -3.656  25.416  -7.294  0.038
H  -4.734  24.435  -7.945  0.004
C  -7.491  17.414  -11.772  -0.040
C  -6.751  18.386  -10.835  -0.423
C  -5.940  19.429  -11.565  -0.198
O  -4.755  18.844  -12.138  -0.183
C  -4.090  19.786  -12.942  -0.119
N  -7.768  19.067  -10.007  0.027
H  -8.306  16.897  -11.267  0.074
H  -6.772  16.729  -12.218  0.084
H  -7.996  17.959  -12.573  0.084
H  -6.111  17.843  -10.130  0.130
H  -5.529  20.198  -10.897  0.105
H  -6.536  19.916  -12.340  0.131
H  -3.357  19.229  -13.533  0.095
H  -3.410  20.330  -12.267  0.076
H  -4.628  20.446  -13.622  0.096
H  -8.143  18.388  -9.351  0.068
H  -7.244  19.703  -9.406  -0.004
C  2.698  17.321  -10.842  -0.054
C  2.587  18.456  -9.835  -0.433
C  1.248  18.293  -9.084  -0.195
O  0.169  18.467  -10.009  -0.196
C  -1.061  18.262  -9.354  -0.126
N  3.782  18.599  -8.992  0.051
H  1.915  17.447  -11.589  0.081
H  2.601  16.333  -10.382  0.084
H  3.640  17.240  -11.386  0.087
H  2.493  19.377  -10.417  0.119
H  1.055  19.010  -8.271  0.107
H  1.116  17.292  -8.655  0.124
H  -1.838  18.284  -10.116  0.096
H  -1.239  19.079  -8.639  0.056
H  -1.099  17.341  -8.764  0.084
H  3.926  17.690  -8.558  0.077
H  3.540  19.240  -8.242  0.060
C  -3.635  21.239  -0.857  -0.010
C  -4.217  22.072  -2.013  -0.385
C  -3.522  21.797  -3.332  -0.156
O  -4.239  22.525  -4.356  -0.302
C  -3.313  23.439  -4.977  -0.040
N  -5.628  21.669  -2.186  -0.020
H  -2.649  21.646  -0.611  0.109
H  -3.282  20.255  -1.183  0.105
H  -4.250  21.169  0.037  0.102
H  -4.188  23.124  -1.718  0.159
H  -3.499  20.722  -3.518  0.143
H  -2.485  22.079  -3.157  0.132
H  -3.876  24.037  -5.696  0.067
H  -2.431  22.998  -5.434  0.084
H  -2.943  24.201  -4.284  0.120
H  -6.093  21.846  -1.291  0.123
H  -5.548  20.652  -2.127  0.109
C  0.204  21.663  -11.056  -0.249
C  -0.401  22.029  -9.698  -0.223
O  0.487  22.983  -9.076  -0.084
O  0.311  22.822  -11.813  -0.026
H  -0.509  20.941  -11.461  0.123
H  1.135  21.129  -10.840  0.109
H  -0.602  21.157  -9.069  0.088
H  -1.336  22.576  -9.840  0.111
H  1.302  22.528  -8.835  0.096
H  0.675  23.561  -11.319  0.088
C  0.612  22.414  -4.146  -0.260
C  0.011  21.556  -5.251  -0.219
O  -1.041  20.742  -4.743  -0.084
O  1.282  21.651  -3.163  -0.037
H  -0.211  22.959  -3.650  0.106
H  1.215  23.239  -4.541  0.128
H  0.725  20.890  -5.737  0.132
H  -0.378  22.286  -5.966  0.086
H  -0.611  20.032  -4.251  0.104
H  1.749  22.307  -2.633  0.102
C  -9.667  21.547  -5.082  -0.141
C  -9.404  20.733  -3.819  -0.170
O  -8.359  21.322  -3.051  -0.146
O  -8.438  22.068  -5.611  -0.199
H  -10.411  22.313  -4.861  0.145
H  -10.123  20.825  -5.762  0.158
H  -9.131  19.701  -4.054  0.126
H  -10.355  20.579  -3.306  0.159
H  -8.545  21.186  -2.111  0.142
H  -8.633  22.436  -6.535  0.062

# 4
Molecular formula: C10H18N2OSi
Method: DFT, ωB97M-V with the def2-TZVPD basis set

Summary:
Gap between HOMO and LUMO   9.2 eV
E_HOMO   -8.5 eV
LUMO   0.742 eV

Last column: Löwdin charge in e.
Atoms and positions in Å:
C  -1.509  2.763  0.239  -0.162
C  -2.264  2.111  1.314  -0.151
C  -0.452  2.126  -0.210  -0.144
C  0.551  -2.315  2.560  -0.205
C  0.757  -3.323  1.404  -0.127
C  -0.515  -1.251  2.322  -0.119
C  1.044  -2.366  0.203  -0.170
C  0.082  -0.427  1.195  -0.438
C  -0.494  1.108  -3.508  -0.166
C  0.597  2.130  -3.098  -0.391
N  -1.885  0.876  1.520  0.037
N  -0.829  0.534  0.820  0.002
O  0.071  -1.293  0.095  -0.128
Si  1.059  2.067  -1.234  0.689
H  -1.892  3.792  -0.130  0.135
H  -3.154  2.632  1.772  0.113
H  0.407  -3.026  3.408  0.120
H  1.416  -1.804  2.751  0.073
H  1.742  -3.921  1.529  0.144
H  -0.043  -3.950  1.279  0.074
H  -1.507  -1.784  1.928  0.174
H  -0.713  -0.576  3.130  0.100
H  1.994  -1.870  0.234  0.111
H  1.089  -2.910  -0.647  0.078
H  1.110  -0.173  1.312  0.142
H  0.033  0.210  -3.649  0.049
H  -1.220  1.220  -2.718  0.054
H  -0.856  1.335  -4.459  0.044
H  0.316  3.085  -3.515  0.044
H  1.441  1.696  -3.747  0.084
H  1.467  0.508  -1.197  0.027
H  2.160  2.793  -0.903  -0.089

# 5
Molecular formula: C2H4ClN4O2S
Method: DFT, ωB97M-V with the def2-TZVPD basis set

Summary:
Gap between HOMO and LUMO   9.8 eV
SMILES   [NH2+]=c1[nH]cnn1S(=O)(=O)Cl
E_HOMO   -13.9 eV
Charge   +1
LUMO   -4.066 eV

Last column: Löwdin charge in e.
Atoms and positions in Å:
C  -0.204  1.817  -0.438  -0.061
C  -0.397  -0.145  0.740  -0.188
N  -1.465  1.670  -0.474  0.055
N  -1.878  0.585  0.072  -0.159
N  0.399  0.790  0.377  0.139
N  -0.410  -1.318  1.240  0.234
O  -3.326  -0.643  1.502  -0.272
O  -2.928  -1.481  -0.768  -0.296
S  -3.253  -0.410  0.115  0.271
Cl  -4.580  0.728  -0.725  0.581
H  0.510  2.505  -0.735  0.119
H  1.363  1.023  0.792  0.231
H  0.556  -1.610  1.403  0.161
H  -1.232  -2.002  1.296  0.186

# 6
Molecular formula: C3H2OS
Method: DFT, ωB97M-V with the def2-TZVPD basis set

Summary:
Gap between HOMO and LUMO (alpha / beta)   6.8 / 6.9 eV
E_HOMO (alpha / beta)   -9.1 / -9.2 eV
LUMO (alpha / beta)   -2.324 / -2.315 eV

Last column: Löwdin charge in e.
Atoms and positions in Å:
C  0.537  0.481  0.107  -0.184
C  0.864  -0.814  -0.053  -0.215
C  -0.871  0.232  0.162  -0.377
O  -2.492  1.539  -0.168  -0.366
S  -0.895  -1.442  0.000  0.954
H  1.101  1.389  0.167  0.109
H  1.756  -1.385  -0.215  0.078

# 7
Molecular formula: C2H2FIO
Method: DFT, ωB97M-V with the def2-TZVPD basis set

Summary:
Expectation value of S²   2.029
Gap between HOMO and LUMO (alpha / beta)   8.4 / 5.7 eV
E_HOMO (alpha / beta)   -7.5 / -8.8 eV
Multiplicity   3
LUMO (alpha / beta)   0.893 / -3.083 eV

Last column: Löwdin charge in e.
Atoms and positions in Å:
C  0.055  0.493  -0.431  -0.215
C  0.874  -0.463  0.288  -0.072
O  -1.139  0.919  0.045  -0.692
F  2.041  -0.899  -0.177  0.037
I  -2.822  -0.221  0.199  0.748
H  0.340  0.910  -1.279  0.065
H  0.651  -0.738  1.354  0.130

# 8
Molecular formula: C56H44GeN2O9PSTeTi
Method: DFT, ωB97M-V with the def2-TZVPD basis set

Summary:
Expectation value of S²   0.754
Gap between HOMO and LUMO (alpha / beta)   4.9 / 5.6 eV
E_HOMO (alpha / beta)   -1.1 / -1.7 eV
Multiplicity   2
Charge   -2
LUMO (alpha / beta)   3.847 / 3.847 eV

Last column: Löwdin charge in e.
Atoms and positions in Å:
Ti  0.548  0.545  0.389  0.728
O  1.344  -3.330  -0.082  0.106
C  1.127  -2.046  -0.442  -0.434
O  0.472  -1.318  0.387  -0.176
C  1.585  -1.476  -1.618  -0.188
C  1.753  -2.093  -2.906  -0.041
C  1.197  -1.510  -3.996  -0.109
C  0.376  -0.332  -3.842  -0.023
C  0.383  0.333  -2.670  -0.180
N  1.208  -0.084  -1.631  -0.187
C  -0.603  1.342  -2.187  -0.650
O  -1.061  2.229  -2.889  0.049
O  -0.981  1.057  -0.961  -0.302
H  1.077  -3.372  0.849  0.116
H  2.283  -3.037  -2.970  0.111
H  1.286  -1.977  -4.969  0.086
H  -0.287  -0.013  -4.636  0.107
O  2.879  -0.467  3.890  -0.306
S  1.624  -0.335  3.184  0.497
O  0.964  -1.605  2.937  -0.309
O  1.799  0.463  1.931  -0.407
C  0.491  0.463  4.317  -0.250
C  0.947  0.847  5.563  -0.053
C  0.042  1.242  6.537  -0.081
C  -1.318  1.217  6.254  -0.084
C  -1.769  0.837  5.001  -0.092
C  -0.873  0.457  4.002  -0.324
P  -1.353  0.083  2.268  1.147
C  -1.907  -1.693  2.499  -0.317
C  -2.037  -2.327  3.732  -0.075
C  -2.335  -3.679  3.811  -0.096
C  -2.520  -4.427  2.658  -0.109
C  -2.390  -3.812  1.421  -0.083
C  -2.079  -2.464  1.349  -0.125
C  -3.045  0.831  2.178  -0.309
C  -4.108  0.148  1.587  -0.125
C  -5.337  0.761  1.386  -0.095
C  -5.541  2.067  1.800  -0.111
C  -4.510  2.747  2.432  -0.098
C  -3.275  2.144  2.610  -0.111
H  2.012  0.824  5.750  0.108
H  0.385  1.552  7.515  0.094
H  -2.033  1.496  7.019  0.095
H  -2.831  0.817  4.796  0.107
H  -1.880  -1.763  4.642  0.096
H  -2.429  -4.153  4.782  0.092
H  -2.753  -5.483  2.723  0.089
H  -2.527  -4.385  0.511  0.098
H  -1.954  -1.990  0.383  0.049
H  -3.987  -0.882  1.289  0.071
H  -6.130  0.213  0.891  0.099
H  -6.501  2.543  1.642  0.095
H  -4.659  3.765  2.775  0.096
H  -2.477  2.695  3.084  0.084
O  -0.094  3.169  2.803  0.003
N  -0.443  2.355  1.992  -0.290
O  0.301  2.261  0.933  -0.229
Te  -3.135  -0.298  -1.730  1.564
C  -3.917  1.610  -2.206  -0.493
C  -4.427  1.865  -3.471  -0.151
C  -4.944  3.115  -3.773  -0.102
C  -4.948  4.116  -2.811  -0.107
C  -4.414  3.867  -1.555  -0.080
C  -3.898  2.616  -1.252  -0.115
C  -5.057  -1.247  -2.029  -0.481
C  -6.269  -0.563  -2.145  -0.143
C  -7.473  -1.241  -2.260  -0.111
C  -7.504  -2.629  -2.244  -0.126
C  -6.312  -3.326  -2.101  -0.117
C  -5.112  -2.643  -1.996  -0.164
H  -4.413  1.085  -4.223  0.100
H  -5.337  3.306  -4.765  0.092
H  -5.348  5.096  -3.047  0.089
H  -4.395  4.649  -0.805  0.099
H  -3.444  2.427  -0.287  0.092
H  -6.270  0.518  -2.146  0.086
H  -8.399  -0.685  -2.358  0.092
H  -8.446  -3.157  -2.334  0.086
H  -6.324  -4.410  -2.066  0.092
H  -4.184  -3.197  -1.887  0.085
C  2.060  0.882  -0.950  -0.293
Ge  3.921  0.247  -0.924  1.049
C  4.940  1.932  -0.663  -0.255
C  5.897  2.399  -1.560  -0.113
C  6.575  3.590  -1.332  -0.116
C  6.300  4.334  -0.193  -0.124
C  5.325  3.898  0.695  -0.098
C  4.647  2.711  0.459  -0.086
C  4.500  -0.393  -2.728  -0.259
C  4.017  0.265  -3.858  -0.118
C  4.331  -0.174  -5.135  -0.104
C  5.146  -1.283  -5.307  -0.118
C  5.642  -1.948  -4.193  -0.108
C  5.312  -1.509  -2.918  -0.105
C  4.786  -1.009  0.341  -0.236
C  6.182  -1.042  0.372  -0.129
C  6.859  -1.891  1.232  -0.110
C  6.146  -2.723  2.085  -0.110
C  4.762  -2.698  2.068  -0.076
C  4.092  -1.847  1.199  -0.089
H  2.029  1.869  -1.431  0.080
H  6.110  1.820  -2.453  0.088
H  7.312  3.936  -2.049  0.088
H  6.850  5.248  -0.001  0.086
H  5.089  4.489  1.572  0.095
H  3.874  2.379  1.146  0.106
H  3.369  1.127  -3.731  0.107
H  3.928  0.339  -6.001  0.095
H  5.388  -1.636  -6.303  0.086
H  6.281  -2.815  -4.321  0.089
H  5.679  -2.044  -2.049  0.088
H  6.738  -0.374  -0.279  0.097
H  7.944  -1.897  1.246  0.088
H  6.675  -3.376  2.770  0.088
H  4.189  -3.316  2.747  0.106
H  3.019  -1.810  1.231  0.067

no.,E (eV),molecular weight (g/mol)
1,-22133.6880,216.99
2,-13541.7280,160.22
3,-95009.9164,1055.58
4,-23561.8758,210.35
5,-35541.3031,183.60
6,-16016.7681,86.11
7,-14967.2693,187.94
8,-187243.2782,1200.09